C9H14O | the ωB97M-V functional and the def2-TZVPD basis

Values from the calculation:
2S+1   1
Frontier orbital gap   0.3647 Eh
Energy   -426.54531 a.u.
Energy above the lowest of the compared OMol25 structures with the same formula, charge and spin   72.15 kJ/mol

Last column: Mulliken charge in e.
Element x y z (Å)
C: -0.50 0.35 -2.04  -1.197
C: -1.09 2.51 -0.79  -0.508
C: -0.24 1.42 -1.02  0.660
C: -0.97 3.26 0.36  -0.447
C: -0.12 2.86 1.39  -0.475
C: 0.75 1.17 -0.09  -0.289
C: 0.76 1.81 1.14  -0.444
H: -1.70 2.86 -1.62  0.317
H: -1.64 4.07 0.53  0.359
H: -0.85 -0.51 -1.48  0.063
H: 0.35 0.02 -2.64  0.352
H: -0.12 3.35 2.35  0.381
H: 1.49 0.39 -0.25  0.438
H: 1.40 1.48 1.95  0.364
H: -1.22 0.57 -2.83  0.394
C: -0.23 -2.74 0.25  0.565
C: 0.91 -2.55 1.23  -1.261
O: 0.17 -3.59 -0.83  -0.548
H: -1.13 -3.13 0.75  0.223
H: -0.50 -1.83 -0.27  -0.338
H: 1.12 -3.49 1.76  0.405
H: 0.87 -4.21 -0.55  0.309
H: 0.63 -1.79 1.95  0.299
H: 1.85 -2.31 0.74  0.378

=====

C29H36BrN6O6SSn | the ωB97M-V functional and the def2-TZVPD basis

Values from the calculation:
2S+1   1
Total charge   +1
Frontier orbital gap   0.3202 Eh
Energy   -5092.82576 a.u.
Energy above the lowest of the compared OMol25 structures with the same formula, charge and spin   13.16 kJ/mol

Last column: Mulliken charge in e.
Element x y z (Å)
Sn: 0.12 -0.30 0.09  1.290
C: 0.02 -1.19 4.30  -1.536
C: -0.50 -0.06 3.45  0.466
C: -1.80 -0.09 2.93  -0.543
C: -2.31 0.97 2.18  0.772
C: -3.71 0.92 1.63  -1.690
C: -1.49 2.06 1.94  -0.293
C: -0.19 2.12 2.42  0.772
C: 0.67 3.33 2.15  -1.422
C: 0.29 1.05 3.17  -0.645
H: 0.68 -1.83 3.72  0.185
H: -0.79 -1.79 4.70  0.388
H: 0.60 -0.80 5.14  0.425
H: -2.44 -0.93 3.17  0.361
H: -3.72 0.77 0.55  0.187
H: -4.23 1.86 1.83  0.512
H: -4.28 0.12 2.09  0.380
H: -1.88 2.90 1.37  0.453
H: 1.10 3.28 1.14  0.115
H: 1.50 3.39 2.86  0.396
H: 0.09 4.25 2.22  0.430
H: 1.30 1.10 3.59  0.375
C: 4.68 2.53 -2.72  -1.389
C: 3.19 2.48 -2.61  0.453
C: 2.34 3.15 -3.48  -0.352
C: 0.97 3.06 -3.34  -0.799
C: 0.48 2.28 -2.31  0.180
Br: -1.39 2.09 -2.10  -0.087
N: 1.25 1.63 -1.46  0.020
C: 2.58 1.73 -1.61  -0.418
H: 4.99 3.26 -3.47  0.382
H: 5.08 1.56 -3.02  0.302
H: 5.14 2.80 -1.77  0.362
H: 2.76 3.75 -4.28  0.401
H: 0.29 3.57 -4.01  0.467
H: 3.18 1.17 -0.90  0.468
O: 1.25 -1.84 1.25  -0.335
N: 2.07 -2.60 0.63  -0.674
N: 2.22 -2.30 -0.59  1.121
O: 1.56 -1.29 -1.14  -0.677
C: 3.13 -3.04 -1.43  0.499
C: 4.04 -3.92 -0.86  -0.450
C: 4.89 -4.62 -1.69  -0.541
C: 4.84 -4.44 -3.07  -0.500
C: 3.93 -3.55 -3.62  -0.689
C: 3.06 -2.84 -2.80  -0.351
H: 4.07 -4.04 0.22  0.483
H: 5.61 -5.30 -1.26  0.391
H: 5.52 -4.99 -3.71  0.403
H: 3.89 -3.41 -4.69  0.390
H: 2.34 -2.15 -3.21  0.414
C: -7.50 -0.24 -1.22  -1.061
C: -7.06 -0.73 -2.59  -0.573
S: -5.39 -1.31 -2.65  1.154
O: -4.56 -0.46 -1.83  -0.492
O: -5.03 -1.55 -4.03  -0.663
C: -5.45 -2.90 -1.84  -0.751
C: -4.21 -3.72 -2.18  -1.191
N: -2.96 -2.95 -2.12  0.315
C: -2.42 -2.42 -1.00  0.549
N: -1.42 -1.61 -1.29  0.234
C: -1.30 -1.61 -2.66  -0.922
C: -2.24 -2.42 -3.17  -0.281
N: -2.41 -2.77 -4.56  1.202
O: -1.89 -2.03 -5.36  -0.617
O: -3.04 -3.78 -4.82  -0.653
C: -2.93 -2.66 0.38  -1.272
H: -8.49 0.22 -1.30  0.392
H: -6.81 0.51 -0.84  0.255
H: -7.57 -1.05 -0.50  0.294
H: -7.07 0.05 -3.35  0.389
H: -7.68 -1.56 -2.96  0.411
H: -6.33 -3.43 -2.20  0.655
H: -5.55 -2.71 -0.77  0.363
H: -4.28 -4.12 -3.18  0.402
H: -4.13 -4.56 -1.49  0.453
H: -0.55 -1.05 -3.19  0.744
H: -3.33 -3.67 0.49  0.472
H: -3.72 -1.94 0.61  0.100
H: -2.13 -2.52 1.09  0.239